No. 1
Below is a molecular structure, C35H54AsNPSe2W, with properties calculated with ωB97M-V/def2-TZVPD.

Geometry as XYZ:
```
95
Properties=species:S:1:pos:R:3:lowdin_spin:R:1
W 0.730 0.414 -0.193 2.028
C 2.613 -2.535 -2.231 0.002
C 1.577 -3.128 -1.281 -0.001
C 1.143 -4.534 -1.701 -0.001
P 0.151 -1.993 -0.947 0.011
C -1.145 -2.107 -2.259 0.005
C -0.507 -2.021 -3.652 0.000
C -2.114 -3.289 -2.167 0.000
C -0.419 -2.580 0.677 -0.020
C -1.103 -3.757 0.946 0.001
C -1.281 -4.211 2.255 -0.036
C -2.009 -5.491 2.543 -0.007
C -0.725 -3.460 3.295 0.007
C -0.032 -2.291 3.051 -0.027
C 0.099 -1.832 1.742 0.002
N 0.725 -0.601 1.443 -0.127
C 1.662 -0.027 2.381 0.005
C 1.185 0.898 3.328 0.004
C -0.270 1.280 3.384 0.005
C 2.084 1.409 4.247 -0.002
C 3.433 1.049 4.242 0.005
C 4.383 1.596 5.265 0.001
C 3.871 0.134 3.285 -0.001
C 3.009 -0.433 2.363 0.004
C 3.504 -1.465 1.383 0.004
H 3.466 -3.212 -2.301 0.000
H 2.988 -1.579 -1.859 0.002
H 2.221 -2.398 -3.239 0.000
H 2.030 -3.199 -0.289 0.000
H 0.716 -4.549 -2.703 0.000
H 0.433 -4.976 -1.005 0.000
H 2.024 -5.177 -1.715 0.000
H -1.722 -1.192 -2.106 0.002
H 0.004 -2.947 -3.913 0.000
H 0.200 -1.196 -3.749 0.000
H -1.294 -1.866 -4.391 0.000
H -1.601 -4.248 -2.228 0.000
H -2.800 -3.235 -3.014 0.000
H -2.715 -3.267 -1.260 0.000
H -1.488 -4.363 0.140 0.001
H -2.499 -5.888 1.656 0.000
H -2.761 -5.343 3.318 -0.002
H -1.314 -6.247 2.913 -0.003
H -0.841 -3.802 4.316 0.001
H 0.389 -1.723 3.872 -0.001
H -0.920 0.403 3.397 0.000
H -0.546 1.886 2.519 0.003
H -0.480 1.864 4.278 0.000
H 1.725 2.094 5.007 0.000
H 4.014 2.519 5.709 0.000
H 5.367 1.777 4.835 0.000
H 4.514 0.871 6.072 0.000
H 4.915 -0.159 3.275 0.000
H 4.588 -1.546 1.421 0.000
H 3.234 -1.219 0.350 0.003
H 3.089 -2.448 1.614 0.001
C 1.249 3.920 1.626 0.019
Se 1.871 2.778 0.180 0.017
C 1.186 3.795 -1.345 0.005
C 1.644 3.165 -2.640 0.007
Se 1.376 1.206 -2.748 0.023
C 3.221 0.765 -3.227 0.010
H 0.176 4.067 1.566 0.000
H 1.779 4.864 1.528 0.000
H 1.534 3.431 2.553 0.000
H 1.602 4.799 -1.254 0.000
H 0.102 3.854 -1.266 0.000
H 2.707 3.319 -2.810 0.001
H 1.097 3.583 -3.483 0.000
H 3.484 1.436 -4.041 0.000
H 3.237 -0.257 -3.586 0.000
H 3.882 0.902 -2.376 0.000
C -2.944 -0.158 0.500 0.004
As -1.771 1.103 -0.379 0.026
C -2.227 2.777 0.476 0.009
C -2.459 1.275 -2.234 0.009
C -3.252 2.533 -2.400 0.000
C -2.630 3.701 -2.831 0.001
C -3.349 4.883 -2.939 0.000
C -4.698 4.904 -2.612 0.001
C -5.330 3.739 -2.195 0.000
C -4.609 2.557 -2.090 0.001
H -3.958 0.238 0.459 0.000
H -2.640 -0.277 1.539 0.000
H -2.906 -1.124 0.000 0.000
H -3.234 3.049 0.161 0.000
H -1.548 3.570 0.178 0.000
H -2.208 2.643 1.555 0.000
H -3.069 0.387 -2.405 0.000
H -1.605 1.242 -2.909 0.000
H -1.583 3.676 -3.124 0.000
H -2.865 5.783 -3.295 0.000
H -5.263 5.823 -2.701 0.000
H -6.387 3.748 -1.967 0.000
H -5.115 1.646 -1.786 0.000
```

As for the HOMO-LUMO gap (alpha / beta): 5.64 / 6.40 eV. As for the charge: +3. The calculation puts the highest occupied orbital energy (alpha / beta) at -15.99 / -16.04 eV. Its multiplicity is 3. The largest force on an atom is 0.64 eV/A. As for the LUMO energy (alpha / beta): -10.345 / -9.645 eV.

No. 2
Below is a single C5H13NO molecule, with properties calculated with ωB97M-V/def2-TZVPD.

Geometry as XYZ:
```
20
Properties=species:S:1:pos:R:3:nbo_charge:R:1
C 0.669 -1.133 0.380 -0.064
O 1.892 -1.594 -0.204 -0.711
C -0.189 -0.343 -0.623 -0.065
C -1.030 0.690 0.173 -0.225
C -0.177 1.976 0.428 -0.611
C -1.682 0.179 1.389 -0.611
N 0.521 0.259 -1.738 -0.847
H 0.102 -2.047 0.740 0.156
H 0.737 -0.594 1.296 0.159
H 2.208 -2.178 0.436 0.465
H -0.829 -1.082 -1.039 0.162
H -1.911 1.053 -0.418 0.196
H 0.003 2.477 -0.505 0.227
H -0.695 2.724 1.136 0.199
H 0.732 1.775 1.060 0.206
H -2.395 -0.725 1.242 0.212
H -0.979 0.036 2.206 0.198
H -2.314 0.974 1.745 0.215
H -0.157 0.648 -2.407 0.359
H 1.182 -0.332 -2.176 0.380
```

As for the structure (SMILES): CC(C)[C@@H](N)CO. As for the HOMO-LUMO gap: 9.60 eV. The calculation puts the highest occupied orbital energy at -8.74 eV. The largest force on an atom is 2.71 eV/A. As for the LUMO energy: 0.853 eV.

No. 3
Below is a molecular structure, C11H32N4O5Sn, with properties calculated with ωB97M-V/def2-TZVPD.

Geometry as XYZ:
```
53
Properties=species:S:1:pos:R:3:nbo_charge:R:1
O 2.701 1.541 -1.960 -0.758
H 3.374 1.963 -2.524 0.493
Sn 0.325 0.119 -0.370 0.937
N -1.858 -0.439 -1.178 -0.423
N 0.504 -0.445 -2.531 -0.467
O -3.183 -0.603 -0.694 -0.604
O 1.595 -0.344 -3.388 -0.613
C -1.819 -0.962 -2.389 0.066
C -0.562 -0.996 -3.095 0.033
C -3.125 -1.426 -2.896 -0.632
C -0.378 -1.514 -4.475 -0.630
H -3.877 -0.639 -2.827 0.219
H -3.509 -2.279 -2.327 0.205
H -3.043 -1.739 -3.934 0.203
H 0.499 -2.178 -4.532 0.216
H -0.235 -0.660 -5.160 0.208
H -1.265 -2.074 -4.795 0.204
H -3.216 -0.177 0.176 0.461
H 2.182 0.310 -2.875 0.488
O 0.166 -2.316 0.095 -0.963
H -0.636 -2.880 0.042 0.497
H 0.910 -2.940 -0.010 0.488
C 1.664 2.544 -1.588 -0.277
H 1.675 2.663 -0.495 0.188
H 0.678 2.140 -1.873 0.218
H 1.858 3.499 -2.117 0.181
O -2.635 3.564 -0.244 -0.939
H -3.073 3.254 -1.081 0.477
H -2.213 4.406 -0.553 0.466
C -1.429 -1.083 2.792 -0.412
N -0.819 0.215 2.474 -0.462
C -1.841 1.271 2.437 -0.402
C 0.297 0.570 3.378 -0.232
C 1.653 0.794 2.691 -0.225
N 2.080 -0.311 1.817 -0.462
C 3.332 -0.016 1.116 -0.421
C 2.194 -1.587 2.533 -0.414
H -2.305 -1.253 2.152 0.204
H -1.754 -1.147 3.843 0.169
H -0.704 -1.881 2.606 0.204
H -2.356 1.393 3.404 0.170
H -1.365 2.215 2.166 0.213
H -2.591 1.049 1.671 0.191
H 0.038 1.529 3.865 0.202
H 0.401 -0.202 4.158 0.191
H 1.585 1.708 2.084 0.205
H 2.401 0.945 3.495 0.175
H 4.157 0.157 1.826 0.171
H 3.594 -0.879 0.494 0.207
H 3.222 0.856 0.460 0.216
H 2.913 -1.482 3.370 0.169
H 1.218 -1.904 2.929 0.202
H 2.574 -2.350 1.836 0.200
```

As for the HOMO-LUMO gap (alpha / beta): 4.56 / 4.43 eV. The calculation puts the highest occupied orbital energy (alpha / beta) at -4.15 / -4.01 eV. The largest force on an atom is 3.50 eV/A. As for the LUMO energy (alpha / beta): 0.403 / 0.419 eV.

No. 4
Below is 3 unconnected molecules or ions with the total composition C4H16NO2, with properties calculated with ωB97M-V/def2-TZVPD.

Geometry as XYZ:
```
23
Properties=species:S:1:pos:R:3:nbo_charge:R:1
C -0.447 -0.046 1.280 -0.223
C -1.371 -0.231 0.081 -0.230
C -2.695 0.539 0.267 -0.599
C -0.727 0.115 -1.266 -0.619
N 0.527 -1.170 1.366 -0.709
H 0.133 0.863 1.143 0.221
H -1.020 0.025 2.203 0.229
H -1.694 -1.280 0.045 0.198
H -2.581 1.622 0.325 0.217
H -3.316 0.308 -0.592 0.230
H -3.167 0.159 1.163 0.215
H -0.748 1.186 -1.444 0.207
H -1.224 -0.393 -2.092 0.240
H 0.322 -0.211 -1.278 0.201
H 0.865 -1.393 2.306 0.430
H 0.072 -2.036 1.067 0.419
H 1.427 -1.070 0.756 0.474
H 3.295 -1.549 -0.403 0.511
H 2.746 -0.116 -0.623 0.533
O 2.623 -0.940 -0.109 -0.970
H 3.043 2.144 -1.568 0.501
H 1.545 1.914 -1.460 0.493
O 2.392 1.557 -1.168 -0.968
```

As for the HOMO-LUMO gap: 12.53 eV. As for the charge: +1. The calculation puts the highest occupied orbital energy at -15.40 eV. The largest force on an atom is 1.16 eV/A. As for the LUMO energy: -2.872 eV.